# 1
Below is a molecular structure, C46H41BLiN8O2S, with properties calculated with ωB97M-V/def2-TZVPD.

```
100
Properties=species:S:1:pos:R:3:mulliken_charge:R:1
Li 0.112 -0.015 -0.269 1.73
C -1.387 4.677 -1.073 -1.51
C -0.279 3.703 -0.852 1.10
C 0.983 3.706 -1.410 -1.16
C 1.595 2.551 -0.906 -0.44
N 0.768 1.901 -0.102 -0.94
N -0.383 2.612 -0.064 1.51
B -1.595 2.120 0.765 -1.46
N -1.121 1.641 2.152 -0.09
N -0.481 0.470 2.317 0.32
C -0.300 0.318 3.619 -0.22
C -0.829 1.414 4.327 -1.27
C -1.349 2.234 3.347 0.75
C -2.042 3.547 3.500 -1.52
C 0.281 -0.926 4.144 0.61
C -0.029 -2.138 3.527 -0.21
C 0.526 -3.322 3.983 -0.43
C 1.390 -3.316 5.071 -0.53
C 1.694 -2.116 5.698 -0.65
C 1.143 -0.929 5.238 -0.58
N -2.392 0.975 0.057 1.19
N -1.935 -0.299 0.027 0.15
C -2.856 -1.030 -0.584 0.05
C -3.938 -0.226 -0.971 -1.21
C -3.597 1.043 -0.552 0.49
C -4.354 2.310 -0.769 -1.62
C -2.640 -2.474 -0.768 0.82
C -3.629 -3.280 -1.324 -0.38
C -3.407 -4.633 -1.536 -0.87
C -2.191 -5.203 -1.193 -0.65
C -1.200 -4.409 -0.626 -0.98
C -1.422 -3.059 -0.413 0.47
C 2.923 1.991 -1.197 1.00
C 3.529 2.192 -2.434 -0.45
C 4.750 1.604 -2.722 -0.81
C 5.378 0.797 -1.782 -0.54
C 4.778 0.591 -0.547 -0.54
C 3.564 1.190 -0.254 -0.16
H -0.984 5.594 -1.502 0.46
H -1.906 4.922 -0.148 0.25
H -2.120 4.272 -1.772 0.10
H 1.390 4.439 -2.084 0.49
H -2.338 3.044 0.921 -0.32
H -0.860 1.569 5.392 0.51
H -2.060 3.823 4.554 0.36
H -3.069 3.504 3.136 0.22
H -1.531 4.336 2.947 0.27
H -0.696 -2.128 2.674 0.49
H 0.283 -4.253 3.486 0.43
H 1.825 -4.242 5.427 0.39
H 2.371 -2.103 6.544 0.37
H 1.398 0.011 5.713 0.43
H -4.831 -0.507 -1.501 0.42
H -5.412 2.086 -0.910 0.48
H -3.995 2.817 -1.667 0.14
H -4.250 2.996 0.068 0.22
H -4.579 -2.842 -1.604 0.35
H -4.187 -5.243 -1.976 0.41
H -2.014 -6.258 -1.365 0.39
H -0.242 -4.839 -0.362 0.47
H -0.641 -2.440 0.007 0.20
H 3.011 2.762 -3.194 0.25
H 5.199 1.750 -3.696 0.36
H 6.321 0.319 -2.018 0.37
H 5.250 -0.049 0.189 0.43
H 3.083 1.028 0.701 0.48
C -3.047 -3.319 -7.136 -1.60
C -2.324 -2.433 -6.158 1.14
C -2.073 -2.859 -4.859 -0.82
C -1.385 -2.053 -3.964 -0.07
C -0.941 -0.804 -4.363 -0.63
C -1.175 -0.364 -5.659 -0.70
C -1.866 -1.176 -6.544 -0.84
S -0.107 0.279 -3.209 0.96
O 0.845 1.017 -4.015 -0.72
O -1.152 1.041 -2.563 -0.35
N 0.550 -0.635 -2.095 1.41
C 1.657 -1.395 -2.365 -0.35
C 2.159 -1.733 -3.609 -0.50
C 3.302 -2.541 -3.745 -1.08
C 3.975 -3.025 -2.660 -1.07
C 3.507 -2.700 -1.365 1.50
C 4.175 -3.114 -0.190 -0.99
C 3.705 -2.729 1.030 -1.19
C 2.536 -1.941 1.080 -0.53
N 1.876 -1.559 0.019 0.55
C 2.351 -1.904 -1.209 -0.87
H -3.627 -4.083 -6.618 0.35
H -2.343 -3.829 -7.797 0.30
H -3.727 -2.742 -7.764 0.38
H -2.418 -3.834 -4.535 0.39
H -1.182 -2.392 -2.957 0.32
H -0.805 0.606 -5.961 0.49
H -2.052 -0.829 -7.555 0.36
H 1.686 -1.348 -4.500 0.55
H 3.653 -2.773 -4.744 0.40
H 4.863 -3.636 -2.768 0.38
H 5.066 -3.725 -0.281 0.38
H 4.197 -3.016 1.949 0.47
H 2.139 -1.623 2.036 0.56
```

Its net charge is -1. Its multiplicity is 1. The gap between HOMO and LUMO comes out at 7.323 eV.

***

# 2
Below is a molecular structure, C34H49AsF5N2O2SeW, with properties calculated with ωB97M-V/def2-TZVPD.

```
95
Properties=species:S:1:pos:R:3:mulliken_charge:R:1
W 0.408 -0.159 -0.401 0.57
C -0.182 -2.994 1.176 -1.02
O -0.550 -1.599 0.942 0.14
C -1.980 -1.380 1.093 -0.68
C -2.554 -1.071 -0.257 -0.61
O -1.771 0.022 -0.805 0.20
C -2.555 0.774 -1.780 -1.41
H -0.707 -3.631 0.465 0.38
H -0.445 -3.242 2.203 0.38
H 0.885 -3.092 1.028 0.36
H -2.110 -0.550 1.786 0.05
H -2.441 -2.273 1.514 0.71
H -3.593 -0.755 -0.159 0.70
H -2.490 -1.918 -0.945 0.22
H -3.310 1.346 -1.242 0.43
H -3.027 0.073 -2.467 0.39
H -1.890 1.427 -2.330 0.46
C 4.382 5.448 -2.387 -2.04
C 2.855 5.459 -2.355 1.77
C 2.374 6.584 -1.420 -1.54
C 2.319 5.701 -3.778 -1.53
C 2.283 4.152 -1.852 -0.12
C 0.894 3.971 -1.754 -1.08
C 0.384 2.779 -1.319 -0.91
N 1.169 1.736 -0.958 0.84
C 2.514 1.900 -1.005 0.38
C 3.078 3.076 -1.452 -0.61
C 3.290 0.747 -0.507 -0.16
C 4.664 0.711 -0.471 -0.51
C 5.347 -0.404 0.036 0.40
C 4.552 -1.451 0.498 -1.22
C 3.179 -1.361 0.431 -0.49
N 2.536 -0.289 -0.058 0.70
C 6.863 -0.429 0.063 1.61
C 7.374 -0.252 -1.378 -1.50
C 7.350 0.742 0.936 -1.50
C 7.402 -1.740 0.632 -2.09
H 4.735 6.409 -2.758 0.43
H 4.774 4.681 -3.059 0.45
H 4.814 5.311 -1.392 0.45
H 2.776 7.532 -1.776 0.46
H 2.729 6.433 -0.399 0.36
H 1.288 6.673 -1.405 0.37
H 2.723 6.643 -4.149 0.46
H 1.232 5.778 -3.803 0.36
H 2.629 4.910 -4.462 0.37
H 0.210 4.761 -2.027 0.71
H -0.682 2.628 -1.239 0.30
H 4.152 3.167 -1.488 0.84
H 5.228 1.554 -0.843 0.63
H 4.992 -2.349 0.906 0.63
H 2.567 -2.180 0.779 0.29
H 7.069 0.701 -1.812 0.33
H 7.027 -1.057 -2.026 0.38
H 8.464 -0.274 -1.371 0.46
H 7.036 1.710 0.542 0.33
H 8.439 0.735 0.959 0.46
H 6.992 0.649 1.962 0.38
H 7.103 -2.601 0.032 0.43
H 7.089 -1.899 1.666 0.42
H 8.490 -1.706 0.627 0.43
F -2.746 -0.980 -6.654 -0.25
C -2.007 -1.226 -5.600 0.67
C -1.931 -2.518 -5.087 0.21
F -2.590 -3.496 -5.667 -0.24
C -1.160 -2.763 -3.959 0.42
F -1.086 -3.999 -3.486 -0.31
C -0.468 -1.737 -3.329 0.16
Se 0.794 -2.071 -1.948 -0.09
C -0.567 -0.461 -3.862 -0.30
F 0.071 0.558 -3.237 -0.02
C -1.319 -0.184 -4.982 -0.17
F -1.422 1.054 -5.439 -0.29
C 1.408 -0.729 3.658 -0.92
C 0.176 0.169 3.572 -0.71
As 0.183 1.250 1.963 0.28
C 1.684 2.481 2.191 -0.19
C 1.953 2.923 3.629 -1.39
C -1.427 2.352 2.039 -0.33
C -1.445 3.406 3.142 -1.40
H 1.423 -1.268 4.605 0.51
H 2.335 -0.159 3.595 0.24
H 1.417 -1.471 2.858 -0.04
H 0.119 0.862 4.413 0.63
H -0.740 -0.422 3.583 0.57
H 1.463 3.336 1.546 0.49
H 2.564 1.984 1.778 0.21
H 1.102 3.422 4.084 0.29
H 2.784 3.628 3.630 0.46
H 2.239 2.089 4.267 0.28
H -2.262 1.656 2.151 0.45
H -1.533 2.818 1.056 0.26
H -1.319 2.968 4.132 0.35
H -2.409 3.915 3.134 0.43
H -0.676 4.162 2.993 0.34
```

Its net charge is +3. Its multiplicity is 3. The gap between HOMO and LUMO (spin up / spin down) comes out at 6.075 / 6.831 eV. Its energy relative to the best compared isomer or geometry (same formula, charge and spin) is 11.8 kJ/mol.

***

# 3
Below is 2 unconnected molecules or ions with the total composition C3H6INO, with properties calculated with ωB97M-V/def2-TZVPD.

```
12
Properties=species:S:1:pos:R:3:mulliken_charge:R:1
C -2.916 1.554 1.234 0.08
C 0.623 0.964 -0.471 -0.76
C 0.971 -1.362 -0.155 -0.94
N 0.042 -0.239 0.097 -0.40
O -3.201 0.993 2.140 -0.12
I -1.877 -0.766 -0.669 0.10
H 1.464 1.077 0.193 0.38
H 1.052 0.796 -1.460 0.29
H -0.190 1.718 -0.248 0.29
H 0.827 -2.110 0.548 0.39
H 1.082 -1.555 -1.213 0.42
H 2.122 -1.069 0.004 0.28
```

Its multiplicity is 1. The gap between HOMO and LUMO comes out at 8.584 eV. Its energy relative to the best compared isomer or geometry (same formula, charge and spin) is 176.2 kJ/mol.

***

# 4
Below is a single C4H4O4 molecule, with properties calculated with ωB97M-V/def2-TZVPD.

```
12
Properties=species:S:1:pos:R:3:mulliken_charge:R:1
C 1.306 -0.817 -0.104 0.36
C 0.568 0.534 -0.063 0.70
C -0.921 0.667 -0.234 -0.32
C -1.852 -0.405 0.396 -0.01
H 2.832 0.255 0.095 0.40
H -1.013 1.661 0.223 0.31
H -1.148 0.666 -1.324 0.25
H -1.685 -0.945 1.321 0.37
O 2.658 -0.636 -0.016 -0.44
O 0.812 -1.954 -0.133 -0.53
O 1.360 1.495 0.056 -0.63
O -2.917 -0.521 -0.217 -0.46
```

Its multiplicity is 1. The gap between HOMO and LUMO comes out at 9.430 eV. Its energy relative to the best compared isomer or geometry (same formula, charge and spin) is 163.4 kJ/mol.

***

# 5
Below is a molecular structure, C5H6O, with properties calculated with ωB97M-V/def2-TZVPD.

```
12
Properties=species:S:1:pos:R:3:mulliken_charge:R:1
O 2.498 -0.687 -0.209 -0.48
C 1.482 -0.094 -0.067 0.52
C -0.219 -1.181 0.051 -0.80
C -1.145 0.012 0.264 -0.61
C -0.509 1.211 0.051 -0.08
C 0.877 1.159 -0.162 -0.67
H -0.275 -2.026 0.733 0.34
H 0.198 -1.428 -0.935 0.31
H -1.293 -1.067 -0.556 0.29
H -2.098 -0.091 0.770 0.42
H -1.032 2.158 0.148 0.39
H 1.515 2.034 -0.088 0.36
```

Its multiplicity is 1. The gap between HOMO and LUMO comes out at 8.303 eV. Its energy relative to the best compared isomer or geometry (same formula, charge and spin) is 394.6 kJ/mol.

***

# 6
Below is a molecular structure, C8H24Cl2NOP2Re, with properties calculated with ωB97M-V/def2-TZVPD.

```
39
Properties=species:S:1:pos:R:3:mulliken_charge:R:1
C 0.974 -0.162 -4.377 -1.17
C 0.877 -0.100 -2.892 0.94
H 2.049 -0.075 -4.657 0.40
H 0.484 0.705 -4.842 0.35
H 0.589 -1.111 -4.788 0.34
O 1.774 -0.019 -2.081 -0.37
Cl -0.958 -0.146 -2.210 -0.13
Re -1.198 -0.044 0.191 0.71
P -0.357 1.963 0.377 1.17
C 1.024 2.368 1.520 -1.46
C 0.416 2.665 -1.143 -1.35
H 0.737 3.689 -0.898 0.51
H -1.547 4.117 0.370 0.37
H -0.303 2.706 -1.983 0.44
H -2.587 2.775 0.931 0.42
H 1.917 1.805 1.205 0.42
H 1.314 2.075 -1.388 0.36
C -1.573 3.204 0.992 -1.19
H 1.193 3.457 1.505 0.44
H -1.333 3.453 2.039 0.41
H 0.795 2.083 2.556 0.54
P -0.120 -1.948 0.562 0.94
C 1.273 -2.050 1.722 -1.26
C -1.212 -3.258 1.239 -1.24
H 0.025 -2.812 -1.734 0.45
H 1.040 -3.720 -0.586 0.52
H 1.577 -2.110 -1.190 0.39
C 0.716 -2.717 -0.880 -1.36
H -2.255 -2.931 1.128 0.41
H -1.096 -4.193 0.660 0.39
H 1.433 -3.105 1.977 0.46
H 1.054 -1.480 2.644 0.45
H -0.957 -3.410 2.294 0.45
H 2.166 -1.622 1.263 0.41
Cl -3.342 -0.308 -0.370 -0.16
N -1.166 0.042 2.411 -0.84
H -2.044 0.344 2.830 0.33
H -0.475 0.710 2.748 0.20
H -0.906 -0.842 2.853 0.33
```

Its net charge is +3. Its multiplicity is 4. The gap between HOMO and LUMO (spin up / spin down) comes out at 7.214 / 7.814 eV. Its energy relative to the best compared isomer or geometry (same formula, charge and spin) is 0.0 kJ/mol.